(w)
A 3-piece molecular cluster, C5H13N2O overall. Source: the OMol25 dataset; level of theory: ωB97M-V/def2-TZVPD.

```
21
C5H13N2O ωB97M-V/def2-TZVPD
C -5.5288 -0.2937 -0.3909
N 2.9115 1.2563 -0.1582
C 1.8004 1.9711 -0.6623
C 1.0398 1.6425 0.6925
O 0.1829 0.7918 0.6494
C -4.5097 -0.1402 0.4526
N 2.9694 -1.4674 -0.3131
C 1.8725 -2.0444 0.4127
H -6.2883 -1.0752 -0.3219
H -5.6561 0.4014 -1.2122
H 3.8151 1.7154 -0.3518
H 1.3773 1.4097 -1.5197
H 1.8616 3.0211 -0.9545
H 1.4267 1.8144 1.7043
H -4.2878 -0.8198 1.2714
H -3.9612 0.7985 0.4698
H 3.1159 -1.9874 -1.1760
H 3.0784 -0.4336 -0.3790
H 1.8872 -1.6129 1.4136
H 0.8817 -1.8310 0.0045
H 2.0116 -3.1166 0.3691
```

Values from the calculation:
LUMO level, hartree: -0.333
Multiplicity: 1
HOMO-LUMO gap, eV: 2.9
Net charge: +1

***

(x)
An isolated ion of composition C5H13N2O and charge +1. Source: the OMol25 dataset; level of theory: ωB97M-V/def2-TZVPD.

```
21
C5H13N2O ωB97M-V/def2-TZVPD
C -0.1930 -0.0140 2.4718
N -0.5176 -0.9392 1.3517
C 0.6235 -1.1621 0.3937
C 1.0222 0.1255 -0.3207
C 0.0976 0.2824 -1.5547
N -1.2950 0.1097 -1.1108
C 0.3489 1.6245 -2.2155
O -0.4711 2.4929 -2.3136
H -1.0397 -0.0023 3.1579
H 0.0558 1.0087 2.2157
H 0.6174 -0.4209 3.0192
H -0.6292 -1.8315 1.8333
H -1.3276 -0.6948 0.7766
H 1.4438 -1.7116 0.8439
H 0.1840 -1.8078 -0.3562
H 0.8400 1.0226 0.2674
H 2.0760 0.0701 -0.5427
H 0.3692 -0.4764 -2.2950
H -1.6993 1.0437 -1.0932
H -1.8233 -0.4139 -1.7974
H 1.3175 1.6944 -2.7314
```

Values from the calculation:
LUMO level, hartree: -0.112
Multiplicity: 1
HOMO-LUMO gap, eV: 10.5
Net charge: +1
SMILES: C[NH2+]CC[C@@H](N)C=O

***

Verdict on stability: (x) comes out on top.

***

(w)
C5H13N2O as an isolated structure. Source: the OMol25 dataset; level of theory: ωB97M-V/def2-TZVPD.

```
21
C5H13N2O ωB97M-V/def2-TZVPD
O 1.5643 -1.4880 1.2917
C 1.5416 -0.6816 0.4591
N 1.3957 0.1046 -0.4573
C 4.1826 0.5443 -0.4717
C -1.5776 0.2020 0.0418
N -2.8200 0.3772 -0.5526
C -3.4343 -0.8215 -0.9109
C -1.3922 0.8805 1.4721
H 3.8243 -0.3790 -0.0434
H 4.9628 0.9456 0.1716
H 4.6913 0.3490 -1.4103
H 3.3554 1.2203 -0.6209
H -0.8835 0.7679 -0.6043
H 0.6343 -0.6597 -0.5726
H -1.2416 -0.8392 0.0133
H -4.4011 -0.6175 -1.3693
H -2.9089 -1.4113 -1.7060
H -3.4717 -1.5745 -0.1019
H -2.3190 0.9357 2.0359
H -1.0017 1.8769 1.2838
H -0.7007 0.2681 2.0520
```

Values from the calculation:
LUMO level, hartree: -0.316
Multiplicity: 1
HOMO-LUMO gap, eV: 6.3
Net charge: +1

***

(x)
An isolated ion of composition C5H13N2O and charge +1. Source: the OMol25 dataset; level of theory: ωB97M-V/def2-TZVPD.

```
21
C5H13N2O ωB97M-V/def2-TZVPD
N -1.0474 -1.7783 0.4831
C 0.1516 -2.1763 0.1041
N 1.1719 -1.4054 -0.1556
C 1.4025 -0.0085 0.2702
C 1.2151 0.9767 -0.8443
C -0.2452 1.4240 -1.1334
C -0.9993 1.9230 0.1061
O -1.2860 0.7718 0.9709
H -1.7868 -2.4417 0.4753
H -1.1684 -0.7942 0.7738
H 0.2049 -3.2190 -0.1906
H 1.7942 -1.7687 -0.8697
H 0.7300 0.2110 1.0953
H 2.4215 -0.0320 0.6586
H 1.6644 0.7479 -1.8195
H 1.7720 1.8908 -0.5845
H -0.2069 2.2764 -1.8114
H -0.9118 0.6792 -1.5523
H -0.4206 2.6358 0.6987
H -1.9645 2.3423 -0.1777
H -1.8595 1.0883 1.6670
```

Values from the calculation:
LUMO level, hartree: -0.111
Multiplicity: 1
HOMO-LUMO gap, eV: 11.5
Net charge: +1
SMILES: N/C=[NH+]\CCCCO

***

Verdict on stability: (x) comes out on top.

***

(w)
An isolated ion of composition C5H13N2O and charge +1. Source: the OMol25 dataset; level of theory: ωB97M-V/def2-TZVPD.

```
21
C5H13N2O ωB97M-V/def2-TZVPD
N 1.2707 0.5763 2.3551
C 0.4555 -0.0722 1.3561
C 0.8374 -1.5392 1.1508
O 0.2595 -2.2093 2.2956
C 0.5563 0.7314 0.0547
C -0.4712 0.3700 -0.9683
C -0.9350 1.2147 -1.8679
N -1.9023 0.8257 -2.9171
H 1.0815 0.1747 3.2618
H 2.2569 0.6014 2.1475
H -0.5815 -0.0587 1.6850
H 0.3903 -1.9917 0.2598
H 1.9144 -1.6407 1.2460
H 0.6788 -3.0632 2.4339
H 1.5144 0.5096 -0.4307
H 0.5882 1.7899 0.2884
H -0.6788 -0.6948 -1.0476
H -0.7914 2.2805 -1.7909
H -2.7797 1.3416 -2.8076
H -1.5387 1.0231 -3.8499
H -2.1253 -0.1691 -2.8545
```

Values from the calculation:
LUMO level, hartree: -0.139
Multiplicity: 1
HOMO-LUMO gap, eV: 8.3
Net charge: +1
SMILES: N[C@H](CO)C/C=C/[NH3+]

***

(x)
An isolated ion of composition C5H13N2O and charge +1. Source: the OMol25 dataset; level of theory: ωB97M-V/def2-TZVPD.

```
21
C5H13N2O ωB97M-V/def2-TZVPD
N -2.5211 0.1736 0.0322
C -1.9448 -0.6605 1.1616
C -0.5750 -0.0864 1.4344
N 0.1209 -0.0062 0.1376
C 1.4923 0.4606 0.2515
C 2.0709 0.7263 -1.1363
C 2.0547 -0.5109 -1.9969
O 1.8156 -1.6135 -1.5767
H -3.3332 -0.2657 -0.3963
H -1.7220 0.2832 -0.6241
H -2.7734 1.1020 0.3696
H -1.9192 -1.6844 0.8049
H -2.6401 -0.6079 1.9903
H -0.6607 0.9002 1.8943
H -0.0132 -0.7191 2.1267
H 0.1320 -0.9569 -0.2329
H 2.1485 -0.2090 0.8146
H 1.4781 1.4131 0.7811
H 3.0875 1.1273 -1.1440
H 1.4528 1.4779 -1.6212
H 2.2494 -0.3437 -3.0703
```

Values from the calculation:
LUMO level, hartree: -0.126
Multiplicity: 1
HOMO-LUMO gap, eV: 9.6
Net charge: +1
SMILES: [NH3+]CCNCCC=O

***

Verdict on stability: (x) comes out on top.

***

(w)
A 9-piece molecular cluster, C5H29N2O9 overall. Source: the OMol25 dataset; level of theory: ωB97M-V/def2-TZVPD.

```
45
C5H29N2O9 ωB97M-V/def2-TZVPD
O 1.9275 -0.5150 1.6954
C 1.4796 0.3689 0.9456
N 0.7484 1.3925 1.4209
C 0.0394 2.3836 0.5863
C -1.4243 1.9857 0.4224
C 1.8283 0.2583 -0.5282
N 2.2935 -1.1520 -0.8447
C 1.1921 -2.1671 -0.6531
H 0.4255 1.3940 2.4190
H 0.0745 3.3643 1.0925
H 0.5211 2.4810 -0.4146
H -1.5801 1.0884 -0.2250
H -1.9998 2.7439 -0.0836
H -1.9103 1.8026 1.3846
H 0.9509 0.5105 -1.1842
H 2.5908 1.0311 -0.7946
H 2.6126 -1.1172 -1.8816
H 3.0756 -1.3491 -0.2279
H 0.3074 -1.8996 -1.2755
H 0.9243 -2.1917 0.4355
H 1.5578 -3.1283 -0.9697
H 1.3210 -0.8565 3.2032
H 1.3964 -1.3428 4.7492
O 0.8156 -1.0156 4.0713
H -1.3495 1.5347 4.5594
H -0.2661 0.3838 4.2381
O -0.8825 1.0739 3.8203
H -2.0895 -3.1031 0.4581
H -1.5011 -1.9268 1.2162
O -1.4660 -2.3482 0.3720
H -1.6519 -0.4096 2.9958
H -0.7914 -1.6064 3.3421
O -1.5632 -1.3363 2.8432
H -0.4349 1.2001 -3.3185
H -0.9212 -0.0581 -2.4794
O -0.1533 0.3472 -2.8589
H -2.1680 2.6773 -3.8280
H -1.1414 2.6103 -5.0397
O -1.2081 2.4852 -4.0863
H 1.2233 -0.6407 -3.4110
H 2.4312 -0.8333 -4.3399
O 2.0153 -1.0678 -3.5035
H -1.9923 -1.2189 -0.8055
H -3.0107 -1.1464 -1.9593
O -2.2465 -0.6868 -1.5585
```

Values from the calculation:
LUMO level, hartree: -0.080
Multiplicity: 1
HOMO-LUMO gap, eV: 10.8
Net charge: +1

***

(x)
A 9-piece molecular cluster, C5H29N2O9 overall. Source: the OMol25 dataset; level of theory: ωB97M-V/def2-TZVPD.

```
45
C5H29N2O9 ωB97M-V/def2-TZVPD
C -0.6610 1.0697 1.8756
N -0.9332 1.0038 0.4334
C -1.3201 2.3064 -0.1753
C -0.4758 2.7118 -1.3233
O 0.7177 2.4818 -1.3582
C -0.5931 -0.3855 2.3806
N -1.5165 -1.2507 1.6077
C -2.1820 -2.2189 2.5055
H -1.5120 1.6525 2.2465
H 0.1385 1.7159 2.2676
H -0.0976 0.7148 -0.0634
H -1.1952 3.0948 0.5873
H -2.4205 2.2252 -0.1738
H -0.8674 3.1697 -2.2381
H -0.7106 -0.3829 3.4655
H 0.4175 -0.7650 2.1789
H -0.9800 -1.7288 0.8697
H -2.2584 -0.7793 1.0607
H -2.8342 -1.6897 3.1884
H -2.8063 -2.9653 2.0119
H -1.4861 -2.7268 3.1690
H 2.0407 -0.2734 -2.5172
H 2.0526 1.0639 -1.8590
O 2.1662 0.1237 -1.6437
H -2.9038 -1.0358 -1.4785
H -3.8474 -2.0405 -0.6690
O -3.0869 -1.4585 -0.6357
H -1.8893 -0.0671 -2.7538
H -3.1985 0.4281 -3.3666
O -2.5285 0.6762 -2.7196
H -0.5435 -1.8240 -3.2241
H -0.5804 -1.5654 -1.6196
O -1.0518 -1.5354 -2.4639
H 3.8443 0.3082 -0.7428
H 5.1524 -0.0267 -0.1524
O 4.2164 -0.0235 0.0947
H 3.2616 -2.2234 1.8357
H 3.3202 -2.2042 0.3511
O 2.7464 -2.5061 1.0715
H 2.4450 2.1364 0.8309
H 3.5853 1.6308 1.7315
O 2.7836 2.1568 1.7268
H 0.8815 -0.7897 -0.7396
H 1.2483 -2.0286 0.1363
O 0.4946 -1.5041 -0.1971
```

Values from the calculation:
LUMO level, hartree: -0.094
Multiplicity: 1
HOMO-LUMO gap, eV: 10.0
Net charge: +1

***

Verdict on stability: (w) comes out on top.

***

(w)
C3H2Cl2OS2 as an isolated structure. Source: the OMol25 dataset; level of theory: ωB97M-V/def2-TZVPD.

```
10
C3H2Cl2OS2 ωB97M-V/def2-TZVPD
C 0.5752 0.6116 0.3829
C 0.6331 -0.2366 -0.6197
C 3.0234 0.1334 0.3185
O 2.1462 -2.3558 0.0717
S 1.9669 0.9811 1.3481
S 2.1981 -1.2033 -0.8020
Cl 3.2176 1.2938 -1.3801
Cl 4.4162 -0.5860 0.8824
H -0.4321 1.2234 0.6607
H -0.2442 -0.5553 -1.3248
```

Values from the calculation:
LUMO level, hartree: -0.016
Multiplicity: 1
HOMO-LUMO gap, eV: 9.1
Net charge: 0

***

(x)
One molecule with the formula C3H2Cl2OS2. Source: the OMol25 dataset; level of theory: ωB97M-V/def2-TZVPD.

```
10
C3H2Cl2OS2 ωB97M-V/def2-TZVPD
C -0.7695 0.4114 0.6654
C 0.6413 0.4139 0.2933
C 1.3535 -0.6367 -0.3209
O -1.6170 -1.0769 -1.5542
S -2.0002 1.5067 -0.0423
S -2.0395 -0.5769 -0.2423
Cl 1.4136 1.9459 0.6343
Cl 3.0341 -0.6771 -0.5829
H -1.0198 0.2064 1.7707
H 1.0037 -1.5166 -0.6211
```

Values from the calculation:
LUMO level, hartree: -0.006
Multiplicity: 1
HOMO-LUMO gap, eV: 9.4
Net charge: 0

***

Verdict on stability: (x) comes out on top.

***

(w)
C5H8CuO3 as an isolated structure. Source: the OMol25 dataset; level of theory: ωB97M-V/def2-TZVPD.

```
17
C5H8CuO3 ωB97M-V/def2-TZVPD
C 1.6467 2.5253 -0.9679
C 2.6276 1.8830 -1.6065
H 0.6266 2.5348 -1.3590
H 1.8553 3.1663 -0.1080
H 2.4257 1.2534 -2.4767
H 3.6554 1.9013 -1.2337
O -3.4760 -1.4409 -0.4836
C -2.3445 -1.7328 -0.0217
O -1.8318 -2.8743 -0.1298
Cu -3.8327 -3.6026 -1.2966
O -1.6794 -0.7423 0.5905
C -0.3834 -1.0272 1.1143
C 0.1750 0.1996 1.7225
H 0.2684 -1.4020 0.3088
H -0.4687 -1.8443 1.8560
H 1.2197 0.2011 2.0349
H -0.4839 1.0013 2.0565
```

Values from the calculation:
LUMO level (spin up / spin down), hartree: -0.063 / -0.063
Multiplicity: 2
HOMO-LUMO gap (spin up / spin down), eV: 6.2 / 7.5
Net charge: 0

***

(x)
C5H8CuO3 as an isolated structure. Source: the OMol25 dataset; level of theory: ωB97M-V/def2-TZVPD.

```
17
C5H8CuO3 ωB97M-V/def2-TZVPD
O -1.6425 0.0699 0.0227
C -2.8348 0.6032 -0.0143
C -3.8695 -0.0005 0.8900
H -3.2204 0.7880 -1.0382
H -4.7829 0.6115 0.8324
H -4.1432 -1.0160 0.5512
H -3.5280 -0.0468 1.9333
O 1.1779 -0.3322 0.0560
O 0.5850 1.7926 -0.3334
C 2.6209 0.0136 0.1080
C 3.3545 -1.0126 -0.7378
C 0.2344 0.5770 -0.2076
H 2.8895 -0.1594 1.1647
H 4.4402 -0.8774 -0.6148
H 3.1148 -2.0513 -0.4429
H 3.1293 -0.9112 -1.8103
Cu 2.4749 1.9516 -0.3590
```

Values from the calculation:
LUMO level (spin up / spin down), hartree: -0.021 / -0.022
Multiplicity: 2
HOMO-LUMO gap (spin up / spin down), eV: 6.5 / 6.6
Net charge: 0

***

Verdict on stability: (w) comes out on top.